(1)
# C17H30KN2O5P2S

C17H30KN2O5P2S as an isolated structure at a distorted geometry (wB97M-V/def2-TZVPD, the Open Molecules 2025 dataset).

Properties
* net charge: -1
* LUMO level: 1.64 eV
* frontier orbital gap: 4.29 eV
* E_HOMO: -2.7 eV
* max |F|: 0.06615 Eh/bohr
* relative energy (zero: lowest compared OMol25 entry of this formula, charge and spin): 23.6 kcal per mole
* molar mass: 475.55 Da
* multiplicity: 1

Atoms and positions in Å:
1 K 0.865 0.767 -2.617
2 C 2.506 -1.879 0.851
3 C 3.267 -3.139 1.135
4 N 3.525 -3.506 2.340
5 O 2.782 -2.628 3.293
6 C 3.695 -3.943 0.049
7 C 3.657 -3.385 -1.328
8 N 4.193 -5.225 0.258
9 O 4.880 -5.594 -0.697
10 H 2.080 -1.585 1.811
11 H 1.792 -1.961 0.055
12 H 3.214 -1.108 0.579
13 H 3.129 -3.056 4.100
14 H 2.656 -3.567 -1.799
15 H 4.349 -3.896 -1.983
16 H 3.776 -2.304 -1.364
17 C -3.823 -3.430 2.086
18 P -2.038 -3.187 2.348
19 C -1.597 -4.683 3.346
20 C -1.156 -3.753 0.751
21 C -1.655 -3.117 -0.519
22 P -0.880 -1.589 -1.178
23 C -1.852 -0.356 -0.283
24 C -1.750 -1.319 -2.808
25 H -4.071 -4.391 1.604
26 H -4.213 -2.574 1.502
27 H -4.438 -3.395 3.041
28 H -1.762 -5.682 2.871
29 H -2.116 -4.598 4.270
30 H -0.552 -4.703 3.552
31 H -1.126 -4.831 0.729
32 H -0.090 -3.438 0.961
33 H -2.693 -2.804 -0.341
34 H -1.742 -3.712 -1.484
35 H -1.426 0.646 -0.073
36 H -2.050 -0.823 0.706
37 H -2.894 -0.294 -0.725
38 H -1.149 -1.604 -3.651
39 H -1.995 -0.269 -2.908
40 H -2.659 -1.924 -2.899
41 C -0.944 8.890 -0.125
42 C -0.434 7.542 -0.429
43 C -1.237 6.689 -1.225
44 C -0.837 5.440 -1.415
45 C 0.500 4.969 -1.162
46 C 1.351 5.838 -0.512
47 C 0.841 7.140 -0.166
48 S 0.828 3.337 -1.716
49 O 0.238 2.478 -0.703
50 O 2.251 3.135 -1.821
51 O 0.057 3.253 -3.004
52 H -0.520 9.321 0.808
53 H -2.030 8.880 0.045
54 H -0.724 9.590 -0.932
55 H -2.164 7.077 -1.725
56 H -1.663 4.814 -1.760
57 H 2.350 5.586 -0.193
58 H 1.499 7.859 0.455

Results of the natural (NBO) charge analysis, in e, for atoms 1 through 5: number 1, K, carries 0.952; number 2, C, carries -0.698; number 3, C, carries 0.189; number 4, N, carries -0.230; number 5, O, carries -0.677

(2)
# C17H30N2O9S

A 3-piece molecular cluster, C17H30N2O9S overall at a distorted geometry (wB97M-V/def2-TZVPD, the Open Molecules 2025 dataset).

Properties
* LUMO level: 0.52 eV
* frontier orbital gap: 8.90 eV
* E_HOMO: -8.4 eV
* max |F|: 0.06411 Eh/bohr
* relative energy (zero: lowest compared OMol25 entry of this formula, charge and spin): 88.9 kcal per mole
* molar mass: 438.50 Da
* multiplicity: 1

Atoms and positions in Å:
1 O -1.658 -3.086 3.003
2 S -1.644 -2.643 1.606
3 O -3.006 -3.262 0.836
4 C -4.158 -2.475 1.233
5 O -5.205 -2.855 0.335
6 C -6.463 -2.463 0.874
7 O -6.481 -1.109 1.307
8 C -6.310 -0.200 0.211
9 C -6.025 1.207 0.862
10 O -4.695 1.249 1.426
11 O -0.443 -3.403 0.728
12 C 0.847 -3.303 1.353
13 O 1.038 -2.145 2.153
14 C 1.333 -1.003 1.398
15 C 0.998 -0.788 -0.005
16 C 1.322 0.476 -0.701
17 C 1.997 1.561 0.004
18 C 2.348 1.340 1.411
19 C 2.022 0.092 2.118
20 H -4.385 -2.800 2.293
21 H -3.950 -1.368 1.190
22 H -6.714 -3.118 1.753
23 H -7.255 -2.580 0.081
24 H -5.455 -0.466 -0.465
25 H -7.257 -0.106 -0.386
26 H -6.753 1.321 1.722
27 H -6.168 2.046 0.121
28 H -4.620 2.070 1.946
29 H 1.682 -3.441 0.606
30 H 0.934 -4.184 2.054
31 H 0.468 -1.570 -0.593
32 H 1.032 0.611 -1.777
33 H 2.261 2.526 -0.494
34 H 2.882 2.125 1.997
35 H 2.282 -0.057 3.191
36 C 7.874 -0.031 1.042
37 C 6.452 0.456 1.174
38 O 6.110 1.572 0.812
39 N 5.543 -0.398 1.718
40 C 5.765 -1.745 2.199
41 H 8.485 0.751 0.594
42 H 8.282 -0.269 2.026
43 H 7.911 -0.911 0.397
44 H 4.610 -0.011 1.777
45 H 5.122 -2.426 1.637
46 H 5.491 -1.788 3.255
47 H 6.800 -2.056 2.086
48 C -1.201 2.124 -3.817
49 C 0.267 2.458 -3.762
50 O 1.075 1.754 -3.171
51 N 0.681 3.584 -4.399
52 C -0.122 4.533 -5.144
53 H -1.386 1.203 -3.268
54 H -1.785 2.924 -3.358
55 H -1.515 1.979 -4.853
56 H 1.674 3.747 -4.322
57 H 0.253 4.578 -6.169
58 H -0.016 5.517 -4.683
59 H -1.172 4.257 -5.160

Results of the natural (NBO) charge analysis, in e, for atoms 1 through 5: number 1, O, carries -0.912; number 2, S, carries 1.719; number 3, O, carries -0.698; number 4, C, carries 0.193; number 5, O, carries -0.535

(3)
# C17H30N4O4S2

One molecule with the formula C17H30N4O4S2 at a distorted geometry (wB97M-V/def2-TZVPD, the Open Molecules 2025 dataset).

Properties
* LUMO level: 0.66 eV
* frontier orbital gap: 9.08 eV
* E_HOMO: -8.4 eV
* SMILES: CCN(CC)C(=O)CSc1nnc([C@H](CCSC)NC(=O)OC(C)(C)C)o1
* max |F|: 0.03115 Eh/bohr
* relative energy (zero: lowest compared OMol25 entry of this formula, charge and spin): 0.0 kcal per mole
* molar mass: 418.58 Da
* multiplicity: 1

Atoms and positions in Å:
1 C -3.405 -2.647 -0.420
2 C -4.697 -2.357 0.339
3 N -5.089 -0.959 0.262
4 C -5.916 -0.534 -0.848
5 C -5.104 -0.125 -2.080
6 C -4.519 -0.120 1.149
7 O -3.791 -0.502 2.042
8 C -4.869 1.366 1.019
9 S -3.548 2.332 1.813
10 C -2.280 1.731 0.828
11 N -2.404 1.010 -0.249
12 N -1.152 0.765 -0.686
13 C -0.337 1.345 0.129
14 C 1.146 1.364 0.046
15 C 1.606 2.100 -1.226
16 C 1.314 3.591 -1.169
17 S 1.954 4.411 0.332
18 C 3.718 3.995 0.218
19 N 1.643 0.005 0.075
20 C 2.938 -0.253 0.393
21 O 3.713 0.596 0.765
22 O 3.187 -1.559 0.239
23 C 4.487 -2.106 0.580
24 C 4.348 -3.598 0.281
25 C 4.783 -1.880 2.062
26 C 5.571 -1.481 -0.299
27 O -0.993 1.987 1.123
28 H -3.540 -2.529 -1.491
29 H -2.630 -1.961 -0.091
30 H -3.082 -3.665 -0.218
31 H -5.518 -2.967 -0.045
32 H -4.547 -2.588 1.397
33 H -6.549 0.294 -0.519
34 H -6.580 -1.365 -1.101
35 H -4.780 -0.999 -2.637
36 H -4.217 0.429 -1.781
37 H -5.710 0.492 -2.739
38 H -5.783 1.592 1.570
39 H -4.947 1.704 -0.010
40 H 1.541 1.885 0.926
41 H 2.679 1.935 -1.331
42 H 1.100 1.666 -2.092
43 H 1.744 4.097 -2.035
44 H 0.242 3.782 -1.147
45 H 4.219 4.603 0.965
46 H 4.083 4.253 -0.772
47 H 3.872 2.942 0.437
48 H 1.092 -0.719 -0.358
49 H 5.277 -4.111 0.514
50 H 4.112 -3.749 -0.769
51 H 3.547 -4.024 0.879
52 H 3.983 -2.297 2.670
53 H 4.866 -0.817 2.271
54 H 5.718 -2.366 2.326
55 H 5.320 -1.609 -1.350
56 H 6.523 -1.965 -0.102
57 H 5.663 -0.420 -0.084

Results of the natural (NBO) charge analysis, in e, for atoms 1 through 5: number 1, C, carries -0.617; number 2, C, carries -0.212; number 3, N, carries -0.440; number 4, C, carries -0.205; number 5, C, carries -0.641

(4)
# C17H30N5O6

A 3-piece molecular cluster, C17H30N5O6 overall at a distorted geometry (wB97M-V/def2-TZVPD, the Open Molecules 2025 dataset).

Properties
* net charge: +1
* LUMO level: -2.63 eV
* frontier orbital gap: 9.33 eV
* E_HOMO: -12.0 eV
* max |F|: 0.04492 Eh/bohr
* relative energy (zero: lowest compared OMol25 entry of this formula, charge and spin): 30.0 kcal per mole
* molar mass: 400.46 Da
* multiplicity: 1

Atoms and positions in Å:
1 C -1.532 0.450 -2.017
2 C -2.013 -0.225 -3.075
3 C -1.463 -1.548 -3.612
4 N -1.958 -2.731 -2.897
5 C -3.107 -3.382 -3.143
6 N -3.250 -4.438 -2.340
7 C -2.141 -4.459 -1.554
8 N -1.830 -5.357 -0.616
9 N -1.374 -3.399 -1.890
10 C -0.095 -3.046 -1.255
11 C -0.118 -2.943 0.306
12 C -1.422 -2.362 0.928
13 C -1.443 -0.780 0.998
14 N -2.770 -0.208 0.751
15 H -2.157 0.953 -1.263
16 H -0.432 0.565 -1.896
17 H -2.853 0.238 -3.632
18 H -0.356 -1.605 -3.664
19 H -1.809 -1.649 -4.662
20 H -3.845 -3.133 -3.913
21 H -2.532 -5.782 -0.027
22 H -0.859 -5.567 -0.421
23 H 0.336 -2.113 -1.655
24 H 0.623 -3.857 -1.516
25 H 0.067 -3.919 0.801
26 H 0.722 -2.289 0.621
27 H -1.504 -2.720 1.978
28 H -2.362 -2.677 0.432
29 H -0.648 -0.425 0.309
30 H -1.154 -0.485 2.029
31 H -3.213 0.047 1.629
32 H -3.383 -0.837 0.240
33 C 0.348 5.131 -1.555
34 C 1.198 4.156 -0.768
35 C 2.680 4.388 -0.902
36 O 3.215 3.070 -0.734
37 C 2.262 2.206 -1.164
38 O 2.452 1.052 -1.400
39 O 1.061 2.822 -1.284
40 H 0.286 4.839 -2.604
41 H -0.674 5.134 -1.172
42 H 0.735 6.148 -1.485
43 H 0.891 4.148 0.282
44 H 3.067 5.060 -0.138
45 H 2.975 4.758 -1.887
46 C 2.441 0.117 2.576
47 C 2.338 1.465 3.256
48 C 3.062 1.547 4.574
49 O 2.289 2.509 5.293
50 C 1.017 2.427 4.814
51 O 0.066 2.897 5.344
52 O 0.985 1.736 3.640
53 H 1.724 -0.592 2.995
54 H 2.199 0.215 1.515
55 H 3.446 -0.300 2.653
56 H 2.665 2.258 2.576
57 H 4.091 1.886 4.465
58 H 3.053 0.607 5.134

Results of the natural (NBO) charge analysis, in e, for atoms 1 through 5: number 1, C, carries -0.340; number 2, C, carries -0.266; number 3, C, carries -0.276; number 4, N, carries -0.134; number 5, C, carries 0.256